The following is a DFT calculation (ωB97M-V/def2-TZVPD) of a cluster of 2 separate species, C12H17N in total in a non-equilibrium geometry.

Structure (XYZ):
```
30
Properties=species:S:1:pos:R:3:lowdin_charge:R:1
N -1.46250 -0.49212 -2.29563 0.057
C -0.63079 0.62333 -1.90369 -0.153
C 3.19324 -1.39431 0.66564 -0.230
C 0.29052 2.91435 -0.71479 -0.103
C 3.61032 -2.38285 1.71609 -0.218
C -2.34098 0.30695 -0.31701 -0.239
C -3.00397 0.09558 0.93685 -0.269
C 1.01962 2.36267 -1.73936 -0.112
C -2.14546 -0.65245 1.89697 -0.109
C -0.86713 2.33750 -0.09668 -0.006
C -1.30678 1.18916 -0.74115 -0.149
C 0.55741 1.19010 -2.33385 -0.035
C -2.47953 -0.72369 -1.30992 0.007
H 1.19777 0.70751 -3.07206 0.106
H -1.26044 -0.98729 -3.13572 0.123
H 4.04533 -3.40244 1.42942 0.077
H 1.86015 2.85867 -2.01107 0.065
H 2.78960 -2.69857 2.39099 0.056
H -4.00455 -0.32150 0.64504 0.126
H -1.23788 2.82813 0.76524 0.095
H 2.19508 -1.69350 0.16872 0.070
H 4.44769 -1.84458 2.35839 0.094
H 0.78841 3.80330 -0.21309 0.115
H -1.39267 0.07319 2.25396 0.084
H -3.21502 -1.46768 -1.52115 0.105
H -1.41537 -1.33900 1.51014 0.057
H -2.70510 -1.37834 2.59019 0.104
H 3.80154 -1.29469 -0.29247 0.074
H -3.21533 1.14331 1.33752 0.131
H 2.88679 -0.36072 1.03248 0.077
```

Values from the calculation:
SMILES string: CCc1c[nH]c2ccccc12.CC
Kohn-Sham gap: 8.43 eV
total energy: -522.1257 a.u.
total charge: 0
ΔE to the lowest compared entry with this formula, charge and spin: 248.24 kJ/mol
molecular weight: 175.3 g/mol

The following is a DFT calculation (ωB97M-V/def2-TZVPD) of a cluster of 2 separate species, C12H17N in total in a non-equilibrium geometry.

Structure (XYZ):
```
30
Properties=species:S:1:pos:R:3:lowdin_charge:R:1
N -2.50502 -0.98274 -0.31524 0.164
C 3.41469 -1.05352 -1.46605 -0.142
C 3.15819 -0.08012 -2.61401 -0.323
C -0.94422 -1.55868 1.18712 -0.116
C -0.93714 -0.08092 1.19324 -0.092
C 2.69816 1.36580 -2.33472 -0.112
C -1.94222 1.50494 -0.32535 0.045
C -0.17438 -2.31233 2.18817 -0.011
C -0.21050 2.12167 1.27840 -0.058
C -1.87020 -2.00773 0.26532 0.033
C -1.05814 2.46878 0.25610 -0.010
C -1.84168 0.20726 0.10448 -0.162
C -0.12582 0.84509 1.81118 0.038
H 3.49136 2.07492 -2.44898 0.060
H 3.84317 -1.98668 -1.85389 0.074
H 2.41727 -1.16882 -0.87027 0.079
H 4.08272 -0.25713 -3.21569 0.107
H 4.03433 -0.66094 -0.68638 0.052
H 2.24385 1.38685 -1.35193 0.049
H -0.99934 3.46565 -0.13331 0.119
H 1.94769 1.80216 -2.97536 0.058
H 2.32729 -0.45404 -3.28180 0.105
H -3.18333 -0.96490 -1.07785 0.192
H 0.88913 -2.25355 1.96824 0.104
H -0.24006 -2.10049 3.24127 0.101
H -0.37105 -3.38937 2.11809 0.098
H 0.35836 2.92143 1.72677 0.121
H 0.56449 0.61938 2.61686 0.138
H -2.66623 1.88042 -1.03474 0.124
H -2.11797 -3.02712 -0.03566 0.164
```

Values from the calculation:
Kohn-Sham gap (spin up / spin down): 9.47 / 6.06 eV
total energy: -521.8988 a.u.
total charge: +1
ΔE to the lowest compared entry with this formula, charge and spin: 115.17 kJ/mol
molecular weight: 175.3 g/mol
2S+1: 2

The following is a DFT calculation (ωB97M-V/def2-TZVPD) of an isolated molecule of C12H17NO2 in a non-equilibrium geometry.

Structure (XYZ):
```
32
Properties=species:S:1:pos:R:3:lowdin_charge:R:1
O 3.28513 -0.32171 -0.62351 -0.139
O -0.78786 -0.53330 2.33533 0.101
N 0.73123 -0.09404 -1.87716 0.053
C -4.85293 -0.04026 0.68442 -0.076
C -3.60757 1.36047 -0.79433 -0.079
C -1.13841 -0.62307 1.17226 -0.333
C 0.84339 -0.39108 -0.45883 -0.354
C -3.66480 -0.52648 1.17885 -0.031
C -4.80198 0.89864 -0.30795 -0.098
C -2.42036 0.87911 -0.30376 -0.035
C 3.92340 0.21453 0.53009 -0.289
C -2.47400 -0.07824 0.68060 -0.172
C 5.04931 1.16104 0.15106 -0.072
C -0.29215 -1.32314 0.10517 -0.067
C 2.18401 -1.11951 -0.24302 -0.206
H -1.47341 1.24175 -0.67928 0.105
H 2.24708 -1.46802 0.79435 0.123
H 3.16238 0.80942 1.06547 0.118
H 2.16564 -1.98838 -0.91489 0.132
H 0.19601 0.73590 -2.07586 0.062
H 4.23967 -0.56897 1.23178 0.119
H -0.94342 -1.55975 -0.74168 0.114
H 5.25124 1.77401 1.03479 0.075
H -5.80022 -0.40469 1.06015 0.110
H 0.79788 0.54622 0.10449 0.143
H 5.95425 0.64427 -0.16747 0.073
H -5.72413 1.28500 -0.72903 0.108
H -3.59759 2.10054 -1.58738 0.110
H -3.66150 -1.29255 1.94803 0.125
H 0.08891 -2.28091 0.47208 0.122
H 4.69579 1.84853 -0.62042 0.079
H 0.42499 -0.88535 -2.42431 0.080
```

Values from the calculation:
SMILES string: CCOC[C@@H](N)CC(=O)c1ccccc1
Kohn-Sham gap: 9.89 eV
total energy: -672.6568 a.u.
total charge: 0
ΔE to the lowest compared entry with this formula, charge and spin: 74.46 kJ/mol
molecular weight: 207.3 g/mol

The following is a DFT calculation (ωB97M-V/def2-TZVPD) of an isolated molecule of C12H17O2P in a non-equilibrium geometry.

Structure (XYZ):
```
32
Properties=species:S:1:pos:R:3:lowdin_charge:R:1
P -0.88317 -2.65570 -2.92376 0.799
O 2.54509 -0.10191 2.82408 0.143
O 0.11916 1.71093 3.53752 0.164
C 0.92859 2.33174 1.31677 -0.046
C -0.65998 -1.18902 -1.94841 -0.296
C 0.25073 2.61195 -1.11740 -0.033
C 1.46766 0.17840 2.33829 -0.289
C -1.27395 1.50476 0.43266 -0.033
C 0.82438 -0.55321 1.13599 -0.211
C 0.79444 1.45577 2.60723 -0.341
C 0.34321 -0.56166 -1.17291 -0.025
C -2.36064 -3.49779 -1.96303 -0.307
C 0.89718 0.39267 -0.11977 -0.267
C 1.56511 -1.88834 0.87379 -0.025
C 0.21643 1.68585 0.13552 -0.578
H -1.80344 2.22402 1.10951 0.121
H -2.39383 -4.51325 -2.27488 0.003
H 2.02593 2.34858 1.06528 0.140
H 1.97853 0.60126 -0.48881 0.192
H 1.31590 2.75613 -1.29920 0.084
H 2.58144 -1.96584 1.02542 0.060
H -3.20589 -2.89764 -1.96192 -0.006
H -0.41203 3.53038 -1.02294 0.109
H 1.17886 -2.54738 1.52359 0.042
H -0.37109 2.01145 -1.85375 0.094
H -2.15100 -3.46690 -0.89811 0.018
H -1.39553 0.55181 0.83297 0.043
H -1.79764 1.41933 -0.49543 0.071
H 0.51922 3.47459 1.32434 0.186
H -0.27222 -0.81361 1.43442 0.182
H 1.21383 -2.13107 -0.18923 0.089
H -1.78529 -2.00627 -3.78785 -0.082
```

Values from the calculation:
SMILES string: CPC#C[C@@H]1[C@@H](C)C(=O)C(=O)CC1(C)C
Kohn-Sham gap: 9.03 eV
total energy: -959.0718 a.u.
total charge: 0
ΔE to the lowest compared entry with this formula, charge and spin: 387.61 kJ/mol
molecular weight: 224.2 g/mol

The following is a DFT calculation (ωB97M-V/def2-TZVPD) of a cluster of 2 separate species, C12H17P in total in a non-equilibrium geometry.

Structure (XYZ):
```
30
Properties=species:S:1:pos:R:3:lowdin_charge:R:1
P -1.75391 -2.08989 -2.16389 0.716
C 0.57521 1.68782 -0.20203 -0.070
C 1.21459 0.62984 -0.78534 -0.277
C -1.79051 0.51907 0.90259 -0.059
C 2.28606 -1.61111 -0.40946 -0.105
C 2.30370 -1.86938 -1.75978 -0.112
C 1.23646 0.28222 -2.15125 -0.074
C 1.73940 -0.41315 0.06629 -0.021
C -1.50273 -3.70473 -1.74698 -0.502
C 1.77868 -0.88797 -2.68055 -0.104
C 0.32104 1.82042 1.25341 -0.194
C -1.53201 2.04983 3.03539 -0.094
C -1.22034 1.81462 1.60213 -0.430
H 0.79995 2.76795 1.69605 0.144
H 2.81013 -2.79215 -2.23976 0.125
H 0.97414 1.06559 -2.92805 0.128
H -1.08124 3.06163 3.14684 0.078
H -1.60491 2.58464 0.96331 0.107
H -0.00779 2.46977 -0.79343 0.146
H 1.71140 -0.34223 1.14035 0.092
H 2.64387 -2.45569 0.18035 0.104
H 0.84030 1.04853 1.73315 0.060
H -2.65565 1.99084 3.25864 0.107
H -2.08971 -0.16539 1.57602 0.018
H 1.58716 -1.18616 -3.67585 0.079
H -0.84419 1.36515 3.65152 0.105
H -2.38163 -4.20715 -1.30690 -0.026
H -0.67184 -4.23889 -1.92517 -0.091
H -0.95086 0.10930 0.26467 0.056
H -2.73476 0.69671 0.29775 0.095
```

Values from the calculation:
Kohn-Sham gap (spin up / spin down): 6.48 / 7.51 eV
total energy: -808.6103 a.u.
total charge: 0
ΔE to the lowest compared entry with this formula, charge and spin: 484.96 kJ/mol
molecular weight: 192.2 g/mol

The following is a DFT calculation (ωB97M-V/def2-TZVPD) of a structure of composition C12H18AsCa2F6NO12 in a non-equilibrium geometry.

Structure (XYZ):
```
52
Properties=species:S:1:pos:R:3:lowdin_charge:R:1
As -24.73861 5.63611 6.53160 0.736
Ca -22.78272 9.12785 5.36480 1.705
Ca -21.79800 6.43894 8.80694 1.725
F -23.34976 5.35414 7.64829 -0.405
F -25.96596 6.00178 5.42055 -0.185
F -24.13410 7.35138 6.24182 -0.405
F -25.62642 6.20935 7.85337 -0.191
F -23.68044 5.17083 5.28906 -0.196
F -25.22644 4.04756 6.84146 -0.172
O -23.67268 8.77516 0.95939 0.139
O -20.84094 4.21177 8.60201 -0.023
O -21.55888 7.31274 4.75402 -0.197
O -21.04451 6.32106 6.63320 -0.231
O -25.03848 7.69783 2.27712 0.126
O -18.97158 3.05229 9.03330 0.103
O -21.39644 4.13341 0.23817 0.108
O -20.29217 2.45947 7.37758 0.113
O -23.33308 5.23141 0.19832 0.029
O -19.80086 6.08634 4.88961 0.152
O -23.38157 8.95603 3.12425 -0.058
O -21.98202 5.32829 -1.58728 0.190
N -20.76944 6.56048 5.40280 -0.520
C -19.22008 1.47208 7.31146 -0.246
C -18.45362 1.66106 6.01308 0.003
C -18.40949 1.76627 8.59628 0.004
C -25.57354 7.45269 0.94005 -0.272
C -27.06727 7.66417 0.86762 0.003
C -20.97214 3.93502 2.61828 -0.017
C -22.20166 4.92343 -0.49627 -0.544
C -24.62662 8.23797 0.02828 -0.017
C -20.06254 3.31485 8.36062 -0.578
C -24.01768 8.51011 2.18073 -0.584
C -23.25084 4.72876 1.52515 -0.084
C -21.98175 3.81854 1.49316 -0.303
H -27.62443 6.87130 1.35156 0.094
H -25.43019 6.38064 0.78621 0.137
H -17.38165 1.97753 8.33004 0.134
H -19.69173 0.49423 7.36075 0.158
H -18.71582 2.62825 5.57952 0.091
H -18.61456 1.08806 9.41473 0.145
H -27.34632 7.73040 -0.18406 0.103
H -17.38368 1.72534 6.21738 0.089
H -21.34606 3.44363 3.51135 0.088
H -25.14474 9.01750 -0.52786 0.148
H -20.13293 3.34469 2.22666 0.097
H -18.63012 0.89379 5.26717 0.092
H -24.13500 7.55834 -0.66225 0.137
H -20.55374 4.93085 2.74310 0.072
H -27.30005 8.63064 1.32538 0.099
H -23.15078 5.58293 2.19619 0.115
H -22.40604 2.81053 1.51569 0.154
H -24.13571 4.17427 1.82795 0.137
```

Values from the calculation:
Kohn-Sham gap: 6.60 eV
total energy: -5615.5765 a.u.
total charge: +2
ΔE to the lowest compared entry with this formula, charge and spin: 0.00 kJ/mol
molecular weight: 637.3 g/mol